i | Entry from the OMol25 dataset: a 2-piece molecular cluster, CH4O3S overall (ωB97M-V with the def2-TZVPD basis set).

Last column: natural (NBO) charge in e.
Element x y z (Å)
O  0.5785  -1.2427  0.1108  -0.6142
C  1.0570  -0.1396  0.1691  0.9964
O  0.5055  1.0506  0.0859  -0.7095
O  2.4121  0.0947  0.2099  -0.7168
H  -0.4547  0.9787  0.3730  0.5119
H  2.7309  0.9478  -0.1195  0.5032
S  -2.4793  -0.0967  0.2337  -0.3634
H  -2.7144  -0.3015  -1.1059  0.1649
H  -1.6355  -1.2913  0.0429  0.2273

The value obtained for the gap between HOMO and LUMO is 0.3912 Ha. For the HOMO energy, the calculation gives -10.19 eV. The value obtained for the LUMO energy is 0.46 eV.

=====

ii | Entry from the OMol25 dataset: one molecule with the formula CH4O3S (ωB97M-V with the def2-TZVPD basis set).

Last column: natural (NBO) charge in e.
Element x y z (Å)
O  -1.1434  -0.8654  0.7255  -0.7195
C  -0.5283  -0.3544  -0.3560  0.6404
O  -0.8779  0.9641  -0.5900  -0.6901
O  0.9148  -0.4355  0.0326  -0.7795
S  2.1734  0.5047  -0.3516  0.3414
H  -0.5951  -1.6032  1.1442  0.5073
H  -0.6169  -1.0782  -1.2388  0.1445
H  -0.9471  1.4049  0.2245  0.4808
H  1.6205  1.4630  0.4098  0.0746

The value obtained for the gap between HOMO and LUMO is 0.3494 Ha. For the HOMO energy, the calculation gives -8.90 eV. The value obtained for the LUMO energy is 0.61 eV.

=====

It is i that is the most stable of them.

=====

i | Entry from the OMol25 dataset: one molecule with the formula CH4O3S (ωB97M-V with the def2-TZVPD basis set).

Last column: natural (NBO) charge in e.
Element x y z (Å)
O  1.5168  -1.1126  -0.4530  -0.7231
C  0.9436  0.1184  -0.0835  0.2091
O  -0.0160  0.0020  0.9559  -0.6538
S  -1.9548  -0.6677  0.4010  0.7007
O  -2.2074  0.6152  -0.5357  -0.8047
H  1.9417  -1.5895  0.3842  0.4709
H  0.5337  0.3965  -1.0228  0.1577
H  1.6186  0.9126  0.3499  0.1580
H  -2.3762  1.3251  0.0041  0.4851

The value obtained for the gap between HOMO and LUMO is 0.3204 Ha. For the HOMO energy, the calculation gives -9.67 eV. The value obtained for the LUMO energy is -0.96 eV.

=====

ii | Entry from the OMol25 dataset: one molecule with the formula CH4O3S (ωB97M-V with the def2-TZVPD basis set).

Last column: natural (NBO) charge in e.
Element x y z (Å)
C  0.0779  -0.7845  0.5672  -0.2594
H  -0.8672  0.7339  1.2090  0.4974
H  -0.5941  -1.4780  0.9606  0.1812
H  1.0370  -1.3157  0.3583  0.2109
H  1.2166  1.0668  -0.8579  0.4874
O  0.2044  0.4426  1.3345  -0.7039
O  0.9384  0.5074  -1.5233  -0.8683
O  -1.4660  1.0210  -0.9134  -0.9260
S  -0.5470  -0.1934  -1.1351  1.3808

The value obtained for the gap between HOMO and LUMO is 0.3915 Ha. For the HOMO energy, the calculation gives -10.05 eV. The value obtained for the LUMO energy is 0.60 eV.

=====

It is ii that is the most stable of them.

=====

i | Entry from the OMol25 dataset: a 2-piece molecular cluster, C2H2OS overall (ωB97M-V with the def2-TZVPD basis set).

Last column: natural (NBO) charge in e.
Element x y z (Å)
C  -0.5669  -0.2107  2.2150  -0.4644
C  -0.5327  -0.1412  1.0302  0.1649
O  0.0145  0.8245  -1.1913  -0.7371
S  1.1959  0.2296  -1.8508  0.7668
H  -0.8658  -0.6610  3.1419  0.2404
H  0.7549  -0.0412  -3.3451  0.0293

The value obtained for the gap between HOMO and LUMO (spin up / spin down) is 0.3317 / 0.2859 Ha. For the HOMO energy (spin up / spin down), the calculation gives -10.65 / -9.76 eV. The value obtained for the LUMO energy (spin up / spin down) is -1.62 / -1.98 eV.

=====

ii | Entry from the OMol25 dataset: C2H2OS as an isolated structure (ωB97M-V with the def2-TZVPD basis set).

Last column: natural (NBO) charge in e.
Element x y z (Å)
C  0.2564  0.5687  0.0674  0.0992
C  0.4558  -0.7286  0.1755  -0.2232
O  -0.9553  0.9645  -0.3578  -0.5982
S  -1.6416  -0.6047  -0.7034  0.2830
H  1.0109  1.4446  0.4402  0.2103
H  0.8737  -1.6446  0.3782  0.2289

The value obtained for the gap between HOMO and LUMO is 0.3054 Ha. For the HOMO energy, the calculation gives -9.15 eV. The value obtained for the LUMO energy is -0.84 eV.

=====

iii | Entry from the OMol25 dataset: one molecule with the formula C2H2OS (ωB97M-V with the def2-TZVPD basis set).

Last column: natural (NBO) charge in e.
Element x y z (Å)
C  0.6019  0.3301  0.1821  -0.1328
C  1.7101  0.9718  -0.2176  0.0415
O  1.6601  -0.6510  -0.2606  -0.5853
S  -0.9305  -0.3281  1.0964  0.0207
H  1.5036  -0.9964  -1.1803  0.4904
H  -0.8482  0.7141  1.9970  0.1656

The value obtained for the gap between HOMO and LUMO is 0.3530 Ha. For the HOMO energy, the calculation gives -9.23 eV. The value obtained for the LUMO energy is 0.37 eV.

=====

It is ii that is the most stable of them.

=====

i | Entry from the OMol25 dataset: a 4-piece molecular cluster, C4H17NO3 overall (ωB97M-V with the def2-TZVPD basis set).

Last column: natural (NBO) charge in e.
Element x y z (Å)
C  -1.2078  -1.0222  2.2938  -0.6134
C  -0.0249  -0.0255  2.6055  -0.3975
C  -0.0694  1.0159  1.5121  -0.4291
C  0.2246  0.7253  0.0573  -0.2406
N  1.1493  1.5209  -0.7419  -0.8497
H  -1.1581  -1.5265  1.2972  0.2058
H  -2.1354  -0.4958  2.3320  0.1975
H  -1.3027  -1.8367  3.0649  0.2074
H  -0.1116  0.4423  3.5620  0.2115
H  0.8314  -0.7320  2.7098  0.2026
H  -0.9903  1.5900  1.6373  0.2000
H  0.7103  1.7890  1.7325  0.2045
H  -0.6170  0.4051  -0.5837  0.1878
H  0.6632  -0.3140  0.1540  0.1913
H  0.8883  2.4927  -0.8825  0.3602
H  2.0791  1.5488  -0.3473  0.3616
O  -3.3516  0.6412  -2.4047  -0.9342
H  -2.6224  1.2516  -2.2391  0.4686
H  -3.9785  0.7901  -1.6913  0.4669
O  0.7693  0.2024  -3.3943  -0.9368
H  1.6453  0.3816  -3.0367  0.4716
H  0.3022  0.2138  -2.5570  0.4637
O  3.0120  -2.6411  -1.6997  -0.9218
H  2.5629  -3.1414  -0.9944  0.4581
H  2.7319  -3.2755  -2.3855  0.4640

The value obtained for the gap between HOMO and LUMO is 0.3794 Ha. For the HOMO energy, the calculation gives -9.73 eV. The value obtained for the LUMO energy is 0.60 eV.

=====

ii | Entry from the OMol25 dataset: a 4-piece molecular cluster, C4H17NO3 overall (ωB97M-V with the def2-TZVPD basis set).

Last column: natural (NBO) charge in e.
Element x y z (Å)
C  2.9693  -0.1273  -0.4699  -0.6108
C  1.5142  -0.0245  -0.8046  -0.4131
C  0.8454  -1.1525  -1.5678  -0.0463
C  -0.3223  -0.6308  -2.4064  -0.6134
N  0.4375  -2.2186  -0.6425  -0.8858
H  3.2849  -0.7781  0.3483  0.2114
H  3.5678  -0.4111  -1.3427  0.2050
H  3.4140  0.8275  -0.1657  0.2099
H  1.2787  0.9380  -1.2712  0.2028
H  0.9268  0.1263  0.1185  0.2011
H  1.5642  -1.7125  -2.1791  0.1797
H  -0.8266  -1.4519  -2.9188  0.2071
H  -1.0761  -0.2699  -1.6992  0.2063
H  -0.0083  0.1451  -3.0963  0.2068
H  -0.2684  -2.8838  -0.9120  0.3706
H  0.4724  -2.0297  0.3449  0.3682
O  -3.7174  3.6370  1.2883  -0.9687
H  -2.9045  3.1900  1.0450  0.4930
H  -3.8768  4.4463  0.8085  0.4739
O  -1.1624  3.9569  -0.0293  -0.9567
H  -0.6686  3.6727  -0.8058  0.4785
H  -0.6324  4.6288  0.4216  0.4803
O  0.0735  -4.1099  3.8879  -0.9394
H  1.0178  -4.2291  3.7110  0.4700
H  -0.3826  -4.3459  3.0655  0.4696

The value obtained for the gap between HOMO and LUMO is 0.3376 Ha. For the HOMO energy, the calculation gives -8.79 eV. The value obtained for the LUMO energy is 0.40 eV.

=====

It is ii that is the most stable of them.

=====

i | Entry from the OMol25 dataset: a 4-piece molecular cluster, C4H17NO3 overall (ωB97M-V with the def2-TZVPD basis set).

Last column: natural (NBO) charge in e.
Element x y z (Å)
C  -1.1504  -0.7032  1.2652  -0.6397
C  -0.9119  -1.4169  -0.0586  -0.2350
N  -0.3688  -0.4120  -1.0412  -0.6690
C  0.6962  -0.8856  -1.9340  -0.2130
C  1.9058  -1.2981  -1.1099  -0.6294
H  -0.7451  0.3311  1.4101  0.2329
H  -0.5277  -1.2495  2.0073  0.2026
H  -2.1857  -0.5385  1.5786  0.2248
H  -0.2855  -2.2737  0.0486  0.1998
H  -1.9195  -1.8107  -0.3627  0.1890
H  -1.0403  -0.0042  -1.6586  0.3639
H  0.3617  -1.8524  -2.4843  0.1581
H  0.9492  -0.0586  -2.6381  0.1980
H  2.5229  -0.5182  -0.6823  0.2159
H  1.5825  -1.8086  -0.1325  0.2035
H  2.4133  -2.0511  -1.6607  0.2133
O  -2.8565  1.7162  1.2172  -0.9675
H  -2.5541  2.4798  0.7237  0.4918
H  -2.8029  1.7921  2.1722  0.4788
O  -0.0138  2.3905  -0.2404  -0.9838
H  -0.1368  1.5956  -0.7819  0.4955
H  0.4776  3.0555  -0.7243  0.4693
O  2.5371  0.9264  1.8624  -0.9349
H  2.1541  1.8027  2.0926  0.4648
H  1.8988  0.7913  1.1316  0.4704

The value obtained for the gap between HOMO and LUMO is 0.3561 Ha. For the HOMO energy, the calculation gives -9.09 eV. The value obtained for the LUMO energy is 0.60 eV.

=====

ii | Entry from the OMol25 dataset: a 4-piece molecular cluster, C4H17NO3 overall (ωB97M-V with the def2-TZVPD basis set).

Last column: natural (NBO) charge in e.
Element x y z (Å)
C  -1.9029  -2.2837  1.1379  -0.5672
C  -2.5723  -1.3710  0.2610  -0.3901
C  -1.7451  -1.0077  -0.9023  -0.4203
C  -0.5440  -0.0563  -0.6628  -0.2382
N  0.3506  0.3030  -1.8146  -0.8561
H  -0.9409  -1.9591  1.3642  0.1865
H  -1.7015  -3.2877  0.4785  0.1713
H  -2.3490  -2.6001  1.9615  0.2042
H  -3.6467  -1.9472  0.0685  0.1942
H  -2.8298  -0.5323  0.8309  0.1962
H  -1.4843  -1.9865  -1.4925  0.2004
H  -2.5461  -0.4584  -1.4718  0.2066
H  -0.1143  -0.2916  0.2758  0.1843
H  -1.0085  0.8315  -0.3443  0.1958
H  1.0418  -0.3873  -2.0844  0.3639
H  -0.1859  0.4567  -2.6745  0.3674
O  2.7385  -1.7653  -1.1189  -0.9254
H  3.2500  -2.2630  -0.5203  0.4748
H  2.2205  -1.2119  -0.7202  0.4519
O  2.0266  2.2765  0.3009  -0.9353
H  1.9872  1.3979  0.5222  0.4497
H  1.8984  2.3273  -0.6867  0.4854
O  0.6867  3.4794  2.3828  -0.9079
H  1.1356  2.8002  2.8354  0.4554
H  -0.2094  3.3781  2.8387  0.4526

The value obtained for the gap between HOMO and LUMO is 0.3751 Ha. For the HOMO energy, the calculation gives -9.69 eV. The value obtained for the LUMO energy is 0.52 eV.

=====

It is i that is the most stable of them.

=====

i | Entry from the OMol25 dataset: C2H6N4O2 as an isolated structure (ωB97M-V with the def2-TZVPD basis set).

Last column: natural (NBO) charge in e.
Element x y z (Å)
C  0.3067  0.4425  -0.5290  0.3419
C  -0.0293  -0.8818  -0.3781  0.2596
H  0.6422  -0.1828  1.6535  0.4998
H  0.7113  2.2734  0.3615  0.3924
H  0.6540  1.6509  -1.8628  0.3295
H  1.1642  -1.4086  -1.3238  0.3428
H  -1.7760  -1.6325  0.6455  0.4354
H  -1.2111  1.3397  0.3755  0.4965
N  0.2359  1.3285  0.6450  -0.4240
N  0.4189  0.7513  -1.7318  -0.5529
N  0.4252  -2.0931  -0.8048  -0.5540
N  -0.8981  -0.8690  0.6053  -0.3625
O  1.3854  0.6223  1.4973  -0.5541
O  -1.7756  0.2242  0.3273  -0.6503

The value obtained for the gap between HOMO and LUMO is 0.3384 Ha. For the HOMO energy, the calculation gives -9.26 eV. The value obtained for the LUMO energy is -0.05 eV.

=====

ii | Entry from the OMol25 dataset: one molecule with the formula C2H6N4O2 (ωB97M-V with the def2-TZVPD basis set).

Last column: natural (NBO) charge in e.
Element x y z (Å)
H  -2.6676  -0.7780  0.5383  0.3533
N  -1.9332  -1.5466  0.3755  -0.5750
C  -0.8532  -0.9014  -0.1071  0.2617
N  0.3718  -1.5202  0.1326  -0.3053
O  1.2131  -1.3149  -0.9786  -0.5842
C  -1.0370  0.5128  -0.3174  0.6036
O  -2.0025  1.2068  -0.6090  -0.5587
N  0.1351  1.4060  -0.1735  -0.4911
N  1.2995  1.0011  0.5311  -0.6903
H  0.2189  -2.4902  0.2447  0.3789
H  1.7368  -0.5338  -0.5314  0.4809
H  -0.1163  2.3684  -0.3039  0.3859
H  2.1502  1.1690  -0.2695  0.3537
H  1.4844  1.4211  1.4682  0.3865

The value obtained for the gap between HOMO and LUMO is 0.3490 Ha. For the HOMO energy, the calculation gives -9.66 eV. The value obtained for the LUMO energy is -0.17 eV.

=====

It is ii that is the most stable of them.